[1]
C15H52O11 | wB97M-V/def2-TZVPD

ORCA input file:
```
! wB97M-V def2-TZVPD RIJCOSX def2/J DEFGRID3
* xyz 0 1
C 0.58 3.93 -2.25
C 0.51 4.13 -3.75
C 1.43 3.06 -4.43
O -0.87 3.97 -4.10
H -0.02 3.06 -1.98
H 0.34 4.83 -1.69
H 1.64 3.78 -2.05
H 0.99 5.08 -3.98
H 2.49 3.30 -4.30
H 1.27 3.00 -5.51
H 1.23 2.05 -4.06
H -1.28 4.70 -3.64
C -1.32 0.12 3.99
C -1.10 -1.12 4.90
C -1.88 -1.12 6.20
O -1.53 -2.29 4.21
H -0.76 -0.02 3.07
H -0.85 0.99 4.44
H -2.37 0.36 3.79
H -0.03 -1.23 5.03
H -1.51 -0.27 6.77
H -1.82 -2.03 6.80
H -2.92 -0.90 5.94
H -2.48 -2.29 4.10
C 0.85 -2.66 -2.64
C -0.61 -3.08 -2.96
C -1.65 -1.99 -3.04
O -0.65 -3.82 -4.11
H 1.19 -1.97 -3.41
H 1.45 -3.56 -2.75
H 0.95 -2.14 -1.68
H -0.95 -3.74 -2.16
H -1.85 -1.36 -2.17
H -2.63 -2.39 -3.32
H -1.28 -1.33 -3.82
H -0.91 -3.22 -4.82
C 2.75 1.27 -1.15
C 3.57 1.77 0.04
C 5.09 1.88 -0.29
O 3.10 3.09 0.28
H 1.68 1.41 -0.96
H 2.78 0.19 -1.29
H 2.96 1.90 -2.01
H 3.46 1.12 0.90
H 5.41 0.89 -0.63
H 5.81 2.09 0.50
H 5.41 2.57 -1.07
H 3.33 3.45 1.15
C -1.93 -3.64 1.04
C -0.50 -4.02 1.59
C 0.47 -4.49 0.56
O 0.04 -2.88 2.17
H -2.38 -4.54 0.62
H -1.90 -2.86 0.28
H -2.60 -3.15 1.75
H -0.59 -4.76 2.39
H 1.46 -4.58 1.00
H 0.55 -3.89 -0.34
H 0.25 -5.50 0.22
H -0.46 -2.70 2.97
O -2.98 1.53 -1.70
H -2.37 1.04 -1.15
H -3.22 2.30 -1.18
O -2.11 3.53 0.19
H -1.33 3.00 0.31
H -1.99 4.28 0.78
O -3.70 -0.40 1.56
H -3.03 -0.28 0.89
H -4.32 0.32 1.41
O 1.38 -0.74 0.90
H 0.96 -1.57 1.10
H 1.58 -0.35 1.75
O -1.27 0.45 0.11
H -0.63 1.16 0.06
H -0.75 -0.32 0.35
O 0.42 2.50 1.25
H 1.26 2.77 0.87
H 0.63 2.28 2.16
*
```

Calculated values
LUMO energy: -0.1291 eV
Structure (SMILES): CC(C)O.CC(C)O.CC(C)O.CC(C)O.CC(C)O.O.O.O.O.O.O
Energy above the lowest of the compared OMol25 structures with the same formula, charge and spin: 13.9 kcal per mole
HOMO: -9.7957 eV

Computed Mulliken charges, given in elementary charges: number 1, C, carries -0.750; number 2, C, carries 0.374; number 3, C, carries -1.250; number 4, O, carries -0.541; number 5, H, carries 0.200; number 6, H, carries 0.466; number 7, H, carries 0.111; number 8, H, carries 0.183; number 9, H, carries 0.370; number 10, H, carries 0.384; number 11, H, carries 0.196; number 12, H, carries 0.340; number 13, C, carries -0.656; number 14, C, carries 0.244; number 15, C, carries -1.483; number 16, O, carries -0.585; number 17, H, carries -0.132; number 18, H, carries 0.441; number 19, H, carries 0.295; number 20, H, carries 0.326; number 21, H, carries 0.393; number 22, H, carries 0.352; number 23, H, carries 0.389; number 24, H, carries 0.315; number 25, C, carries -1.103; number 26, C, carries 0.926; number 27, C, carries -1.321; number 28, O, carries -0.582; number 29, H, carries 0.419; number 30, H, carries 0.369; number 31, H, carries 0.000; number 32, H, carries -0.005; number 33, H, carries 0.110; number 34, H, carries 0.354; number 35, H, carries 0.477; number 36, H, carries 0.403; number 37, C, carries -0.601; number 38, C, carries 0.763; number 39, C, carries -1.522; number 40, O, carries -0.576; number 41, H, carries -0.249; number 42, H, carries 0.410; number 43, H, carries 0.287; number 44, H, carries -0.015; number 45, H, carries 0.387; number 46, H, carries 0.406; number 47, H, carries 0.340; number 48, H, carries 0.306; number 49, C, carries -1.031; number 50, C, carries 0.791; number 51, C, carries -1.452; number 52, O, carries -0.572; number 53, H, carries 0.445; number 54, H, carries -0.048; number 55, H, carries 0.289; number 56, H, carries 0.269; number 57, H, carries 0.385; number 58, H, carries 0.059; number 59, H, carries 0.470; number 60, H, carries 0.427; number 61, O, carries -0.623; number 62, H, carries 0.336; number 63, H, carries 0.322; number 64, O, carries -0.633; number 65, H, carries 0.269; number 66, H, carries 0.238; number 67, O, carries -0.638; number 68, H, carries 0.214; number 69, H, carries 0.302; number 70, O, carries -0.357; number 71, H, carries 0.182; number 72, H, carries 0.163; number 73, O, carries 0.193; number 74, H, carries 0.062; number 75, H, carries -0.007; number 76, O, carries -0.570; number 77, H, carries 0.275; number 78, H, carries 0.277


[2]
C16H15MoN3OS3Te | wB97M-V/def2-TZVPD

ORCA input file:
```
! wB97M-V def2-TZVPD RIJCOSX def2/J DEFGRID3
* xyz 1 4
Mo -0.61 0.48 0.03
O 1.29 -0.29 0.06
N 1.84 -0.71 1.22
C 3.16 -0.98 1.19
C 3.78 -1.42 2.33
C 3.02 -1.58 3.50
C 1.67 -1.28 3.48
C 1.07 -0.83 2.31
S -0.62 -0.42 2.19
H 3.64 -0.83 0.24
H 4.83 -1.64 2.31
H 3.48 -1.92 4.41
H 1.06 -1.38 4.36
N -2.61 2.74 0.95
C -1.84 2.52 -0.16
S -0.08 2.74 -0.07
N -2.38 2.68 -1.39
C -3.74 2.83 -1.79
C -4.71 3.48 -1.03
C -5.98 3.62 -1.55
C -6.30 3.15 -2.81
C -5.32 2.52 -3.57
C -4.05 2.35 -3.06
H -2.12 2.67 1.83
H -3.54 2.33 0.94
H -1.74 2.52 -2.15
H -4.46 3.92 -0.07
H -6.73 4.14 -0.96
H -7.30 3.28 -3.21
H -5.56 2.15 -4.56
H -3.29 1.85 -3.65
Te -2.35 -0.93 -1.33
C -4.09 -0.31 -0.38
C -4.26 -0.08 0.97
C -5.59 0.30 1.29
C -6.40 0.34 0.19
S -5.55 -0.09 -1.22
H -3.47 -0.21 1.70
H -5.93 0.52 2.29
H -7.45 0.58 0.15
*
```

Calculated values
LUMO energy (alpha / beta): -4.1412 / -4.1553 eV
Energy above the lowest of the compared OMol25 structures with the same formula, charge and spin: 8.7 kcal per mole
HOMO (alpha / beta): -10.3200 / -10.7313 eV
<S²>: 3.80

Computed Mulliken charges, given in elementary charges: number 1, Mo, carries 0.491; number 2, O, carries -0.877; number 3, N, carries 0.544; number 4, C, carries -0.231; number 5, C, carries -0.705; number 6, C, carries -0.165; number 7, C, carries -0.801; number 8, C, carries 0.999; number 9, S, carries -0.405; number 10, H, carries 0.442; number 11, H, carries 0.422; number 12, H, carries 0.408; number 13, H, carries 0.423; number 14, N, carries -0.311; number 15, C, carries 0.237; number 16, S, carries -0.227; number 17, N, carries 0.005; number 18, C, carries 0.387; number 19, C, carries -0.214; number 20, C, carries -0.710; number 21, C, carries -0.517; number 22, C, carries -0.679; number 23, C, carries -0.427; number 24, H, carries 0.301; number 25, H, carries 0.072; number 26, H, carries 0.311; number 27, H, carries 0.648; number 28, H, carries 0.421; number 29, H, carries 0.426; number 30, H, carries 0.388; number 31, H, carries 0.330; number 32, Te, carries 0.097; number 33, C, carries 0.157; number 34, C, carries -0.523; number 35, C, carries -0.557; number 36, C, carries -0.418; number 37, S, carries -0.063; number 38, H, carries 0.453; number 39, H, carries 0.412; number 40, H, carries 0.454


[3]
C5H7NO3 | wB97M-V/def2-TZVPD

ORCA input file:
```
! wB97M-V def2-TZVPD RIJCOSX def2/J DEFGRID3
* xyz 0 1
O 2.89 -0.70 0.81
N 1.93 -0.12 0.27
O 2.04 0.54 -0.74
C 0.61 -0.37 0.75
C 0.07 0.97 1.19
C -0.74 1.46 0.24
C -1.12 0.56 -0.87
C -0.30 -0.67 -0.62
O -1.14 -1.71 -0.10
H 0.47 -1.23 1.43
H 0.25 1.44 2.16
H -1.32 2.40 0.26
H -2.07 0.22 -0.74
H -0.96 0.87 -2.01
H 0.40 -1.14 -1.31
H -1.00 -2.52 -0.73
*
```

Calculated values
LUMO energy: 0.2197 eV
Structure (SMILES): O=[N+]([O-])[C@H]1C=CC[C@@H]1O
Energy above the lowest of the compared OMol25 structures with the same formula, charge and spin: 133.4 kcal per mole
HOMO: -10.0428 eV

Computed Mulliken charges, given in elementary charges: number 1, O, carries -0.625; number 2, N, carries 0.916; number 3, O, carries -0.527; number 4, C, carries -0.044; number 5, C, carries -0.636; number 6, C, carries -0.411; number 7, C, carries -0.803; number 8, C, carries -0.102; number 9, O, carries -0.585; number 10, H, carries 0.424; number 11, H, carries 0.412; number 12, H, carries 0.394; number 13, H, carries 0.382; number 14, H, carries 0.235; number 15, H, carries 0.604; number 16, H, carries 0.367


[4]
C20H31N3O | wB97M-V/def2-TZVPD

ORCA input file:
```
! wB97M-V def2-TZVPD RIJCOSX def2/J DEFGRID3
* xyz 0 1
C -6.00 -0.05 -2.34
C -5.92 0.08 -0.82
C -7.17 -0.51 -0.17
C -4.67 -0.61 -0.26
C -3.37 0.03 -0.76
N -2.25 -0.22 0.16
C -1.91 -1.64 0.15
C -0.78 -1.95 1.11
N 0.39 -1.20 0.71
C 1.57 -1.53 1.50
C 2.79 -0.91 0.90
C 3.83 -0.25 1.47
C 4.72 0.12 0.42
C 5.94 0.80 0.38
C 6.54 1.00 -0.84
C 5.95 0.53 -2.03
C 4.75 -0.15 -2.01
C 4.14 -0.35 -0.78
N 2.98 -0.98 -0.46
C 0.07 0.21 0.80
C -1.06 0.57 -0.17
C -1.30 2.09 -0.12
C -1.82 2.62 1.22
O -3.03 2.04 1.62
H -5.16 0.43 -2.82
H -6.92 0.41 -2.71
H -6.01 -1.10 -2.62
H -5.86 1.14 -0.56
H -7.13 -0.39 0.91
H -8.06 -0.01 -0.54
H -7.25 -1.57 -0.40
H -4.71 -1.67 -0.53
H -4.69 -0.54 0.83
H -3.53 1.10 -0.81
H -3.12 -0.33 -1.77
H -2.79 -2.20 0.45
H -1.61 -1.96 -0.86
H -0.55 -3.02 1.06
H -1.09 -1.71 2.14
H 1.48 -1.21 2.55
H 1.68 -2.62 1.50
H 3.96 -0.05 2.52
H 6.39 1.16 1.29
H 7.48 1.52 -0.90
H 6.46 0.70 -2.97
H 4.30 -0.51 -2.92
H 2.31 -1.38 -1.09
H 0.96 0.79 0.54
H -0.23 0.47 1.83
H -0.72 0.32 -1.19
H -1.99 2.39 -0.91
H -0.34 2.58 -0.33
H -2.00 3.69 1.14
H -1.05 2.47 2.00
H -2.95 1.08 1.50
*
```

Calculated values
LUMO energy: 0.7822 eV
Structure (SMILES): CC(C)CCN1CCN(Cc2cc3ccccc3[nH]2)C[C@@H]1CCO
Energy above the lowest of the compared OMol25 structures with the same formula, charge and spin: 15.0 kcal per mole
HOMO: -7.9089 eV

Computed Mulliken charges, given in elementary charges: number 1, C, carries -1.463; number 2, C, carries 0.723; number 3, C, carries -1.630; number 4, C, carries -1.095; number 5, C, carries -1.038; number 6, N, carries 0.398; number 7, C, carries -0.634; number 8, C, carries -1.041; number 9, N, carries 0.230; number 10, C, carries -0.800; number 11, C, carries 0.711; number 12, C, carries -1.514; number 13, C, carries 1.257; number 14, C, carries -0.738; number 15, C, carries -0.490; number 16, C, carries -0.443; number 17, C, carries -0.793; number 18, C, carries -0.098; number 19, N, carries -0.019; number 20, C, carries -1.226; number 21, C, carries 0.495; number 22, C, carries -1.110; number 23, C, carries -0.632; number 24, O, carries -0.636; number 25, H, carries 0.336; number 26, H, carries 0.449; number 27, H, carries 0.304; number 28, H, carries 0.315; number 29, H, carries 0.386; number 30, H, carries 0.441; number 31, H, carries 0.325; number 32, H, carries 0.442; number 33, H, carries 0.392; number 34, H, carries 0.455; number 35, H, carries 0.389; number 36, H, carries 0.428; number 37, H, carries 0.385; number 38, H, carries 0.457; number 39, H, carries 0.331; number 40, H, carries 0.249; number 41, H, carries 0.430; number 42, H, carries 0.466; number 43, H, carries 0.397; number 44, H, carries 0.366; number 45, H, carries 0.374; number 46, H, carries 0.381; number 47, H, carries 0.229; number 48, H, carries 0.349; number 49, H, carries 0.248; number 50, H, carries 0.073; number 51, H, carries 0.435; number 52, H, carries 0.562; number 53, H, carries 0.448; number 54, H, carries 0.261; number 55, H, carries 0.487


[5]
C3H4N2OS | wB97M-V/def2-TZVPD

ORCA input file:
```
! wB97M-V def2-TZVPD RIJCOSX def2/J DEFGRID3
* xyz 0 1
H 2.00 -1.75 -0.37
N 2.62 -0.96 -0.13
C 1.95 0.08 0.05
N 0.56 0.27 0.05
C 0.10 1.61 -0.04
O -1.07 1.94 -0.01
C -0.29 -0.84 0.21
S -1.87 -0.98 -0.07
H 2.49 1.01 0.27
H 0.92 2.29 -0.11
H 0.28 -1.68 0.66
*
```

Calculated values
LUMO energy: -0.7005 eV
Structure (SMILES): [H]/N=C\N(C=O)C=S
Energy above the lowest of the compared OMol25 structures with the same formula, charge and spin: 33.6 kcal per mole
HOMO: -9.0373 eV

Computed Mulliken charges, given in elementary charges: number 1, H, carries 0.227; number 2, N, carries -0.608; number 3, C, carries 0.310; number 4, N, carries 0.092; number 5, C, carries 0.091; number 6, O, carries -0.454; number 7, C, carries -0.263; number 8, S, carries -0.205; number 9, H, carries 0.258; number 10, H, carries 0.292; number 11, H, carries 0.259


[6]
ClH12O6 | wB97M-V/def2-TZVPD

ORCA input file:
```
! wB97M-V def2-TZVPD RIJCOSX def2/J DEFGRID3
* xyz -1 1
Cl 15.07 -7.48 -21.65
O 12.63 -7.57 -19.46
H 12.07 -7.07 -20.06
H 13.50 -7.48 -19.88
O 13.91 -8.05 -24.83
H 13.90 -7.51 -25.62
H 14.35 -7.52 -24.15
O 17.33 -9.86 -21.93
H 16.67 -9.41 -21.39
H 17.40 -9.27 -22.70
O 14.74 -4.26 -21.84
H 14.88 -5.22 -21.83
H 14.21 -4.11 -21.04
O 12.03 -5.99 -21.98
H 11.78 -5.28 -22.58
H 12.96 -6.17 -22.20
O 17.23 -7.56 -24.04
H 17.96 -7.02 -23.72
H 16.49 -7.31 -23.45
*
```

Calculated values
LUMO energy: 3.3872 eV
Energy above the lowest of the compared OMol25 structures with the same formula, charge and spin: 2.8 kcal per mole
HOMO: -6.2480 eV

Computed Mulliken charges, given in elementary charges: number 1, Cl, carries -0.868; number 2, O, carries -0.639; number 3, H, carries 0.347; number 4, H, carries 0.295; number 5, O, carries -0.600; number 6, H, carries 0.295; number 7, H, carries 0.320; number 8, O, carries -0.661; number 9, H, carries 0.270; number 10, H, carries 0.376; number 11, O, carries -0.637; number 12, H, carries 0.323; number 13, H, carries 0.335; number 14, O, carries -0.630; number 15, H, carries 0.286; number 16, H, carries 0.290; number 17, O, carries -0.675; number 18, H, carries 0.298; number 19, H, carries 0.275